Entry 1:
{
  "formula": "C6H7N3O",
  "method": "ωB97M-V/def2-TZVPD",
  "symbols": ["C", "C", "C", "C", "N", "C", "N", "C", "N", "H", "H", "H", "H", "H", "O", "H", "H"],
  "coordinates": [[-2.762, -0.860, 0.317], [-1.506, -0.066, 0.153], [-0.249, -0.666, 0.018], [0.852, 0.180, 0.003], [0.728, 1.506, 0.103], [-0.508, 1.993, 0.128], [-1.620, 1.270, 0.158], [2.230, -0.359, 0.042], [3.112, -0.547, 0.899], [-3.468, -0.601, -0.485], [-2.569, -1.938, 0.296], [-3.240, -0.598, 1.272], [-0.132, -1.749, 0.009], [-0.614, 3.078, 0.195], [3.187, -0.129, -1.268], [2.494, -0.095, -1.957], [4.064, -0.419, 0.118]],
  "smiles": "[H]/N=C(\\O)c1cc(C)ncn1",
  "e_above_lowest_kcal_mol": 55.1,
  "total_charge": 0,
  "homo_energy_ev": -10.17
}


Entry 2:
{
  "formula": "C6H7N3O3",
  "method": "ωB97M-V/def2-TZVPD",
  "symbols": ["C", "C", "C", "C", "C", "C", "N", "N", "N", "O", "O", "O", "H", "H", "H", "H", "H", "H", "H"],
  "coordinates": [[0.443, -0.381, 0.022], [0.376, -1.745, 1.595], [0.403, 0.897, -2.103], [0.669, 0.797, -0.625], [-1.073, 1.378, -1.989], [0.535, -2.336, 3.020], [-0.075, -1.521, -0.451], [-0.049, -2.397, 0.506], [-1.334, 2.612, -1.438], [-0.409, 3.428, -1.444], [-2.506, 2.852, -1.178], [0.819, -0.516, 1.324], [1.044, 1.713, -2.514], [0.574, -0.105, -2.548], [0.771, 1.727, 0.004], [-1.847, 0.756, -1.905], [0.329, -1.438, 3.537], [-0.283, -2.990, 3.016], [1.612, -2.731, 3.171]],
  "spin_multiplicity": 3,
  "total_charge": 0,
  "homo_energy_ev": [-8.03, -10.41]
}


Entry 3:
{
  "formula": "C6H7N4O",
  "method": "ωB97M-V/def2-TZVPD",
  "symbols": ["C", "C", "C", "C", "C", "C", "N", "N", "N", "N", "O", "H", "H", "H", "H", "H", "H", "H"],
  "coordinates": [[-0.957, -1.862, -0.026], [-1.443, -0.527, -0.118], [0.337, -2.324, 0.031], [-0.432, 0.448, -0.005], [0.772, -0.141, 0.075], [-0.650, 1.888, 0.032], [4.449, 0.246, -0.538], [2.446, 1.078, 0.168], [3.447, 0.548, -0.032], [1.308, -1.328, 0.066], [2.485, -1.512, 0.234], [-1.703, -2.680, -0.191], [-2.418, -0.281, -0.470], [0.764, -3.288, -0.110], [0.214, 2.446, -0.543], [-1.716, 2.159, -0.384], [-0.505, 2.259, 0.991], [5.339, 0.333, -0.066]],
  "e_above_lowest_kcal_mol": 137.5,
  "total_charge": 1,
  "homo_energy_ev": -13.35
}


Entry 4:
{
  "formula": "C6H7NO",
  "method": "ωB97M-V/def2-TZVPD",
  "symbols": ["C", "C", "C", "C", "C", "C", "H", "H", "H", "H", "H", "H", "H", "N", "O"],
  "coordinates": [[-0.752, -0.328, 1.602], [1.217, 0.779, 0.986], [0.636, -0.282, -0.074], [-0.265, -0.462, -2.120], [-1.325, -0.513, -1.178], [-0.642, -0.376, 0.113], [-0.477, -1.325, 2.319], [-1.696, 0.028, 1.878], [0.964, 1.914, 0.807], [2.151, 0.565, 1.665], [1.603, 0.454, -1.921], [-0.147, -0.703, -3.244], [-2.615, -0.370, -1.385], [0.928, -0.112, -1.454], [0.419, 0.731, 2.004]],
  "smiles": "c1cc2c([nH]1)COC2",
  "e_above_lowest_kcal_mol": 129.1,
  "total_charge": 0,
  "homo_energy_ev": -8.34
}


Entry 5:
{
  "formula": "C6H7NO",
  "method": "ωB97M-V/def2-TZVPD",
  "symbols": ["C", "C", "C", "C", "C", "C", "H", "H", "H", "H", "H", "H", "H", "N", "O"],
  "coordinates": [[2.425, -0.607, 0.011], [1.034, 0.008, -0.017], [-0.113, -0.650, -0.065], [-1.165, 0.378, 0.021], [-2.513, 0.421, -0.038], [0.689, 1.434, -0.044], [3.281, 0.023, -0.280], [2.487, -1.527, -0.632], [2.634, -1.015, 1.014], [-0.297, -1.748, -0.016], [-3.049, 1.354, 0.042], [-2.933, -1.400, -0.015], [1.455, 2.223, 0.005], [-0.565, 1.699, 0.008], [-3.371, -0.594, 0.007]],
  "smiles": "CC1=C/C(=C\\O)N=C1",
  "e_above_lowest_kcal_mol": 24.8,
  "total_charge": 0,
  "homo_energy_ev": -8.79
}


Entry 6:
{
  "formula": "C6H7NO",
  "method": "ωB97M-V/def2-TZVPD",
  "symbols": ["C", "C", "C", "C", "C", "C", "N", "O", "H", "H", "H", "H", "H", "H", "H"],
  "coordinates": [[-1.286, 0.679, -0.489], [-0.989, 1.019, 0.930], [1.600, -1.681, -0.312], [1.035, -0.477, -0.212], [-0.450, -0.276, 0.266], [-0.951, -1.461, 0.843], [-1.154, -2.269, 1.662], [-1.318, -3.210, 2.381], [-2.329, 0.572, -0.594], [-0.981, 1.444, -1.287], [-0.198, 1.629, 1.317], [-1.601, 0.638, 1.745], [2.508, -1.947, -0.651], [0.871, -2.486, -0.011], [1.529, 0.414, -0.405]],
  "smiles": "C=CC1(C#[N+][O-])CC1",
  "e_above_lowest_kcal_mol": 113.4,
  "total_charge": 0,
  "homo_energy_ev": -9.05
}


Entry 7:
{
  "formula": "C6H7NO",
  "method": "ωB97M-V/def2-TZVPD",
  "symbols": ["C", "C", "C", "C", "C", "C", "H", "H", "H", "H", "H", "H", "H", "N", "O"],
  "coordinates": [[0.955, 0.450, -0.063], [0.603, -0.407, 1.024], [0.367, -0.675, -1.011], [-1.138, -0.332, -0.675], [-1.610, 1.011, -0.137], [-1.060, -0.128, 0.856], [1.186, -0.484, 1.853], [1.439, -1.827, -0.253], [0.602, -0.820, -2.045], [-1.851, -1.157, -0.860], [-1.187, 2.081, -0.351], [-2.696, 1.191, 0.282], [-1.619, -0.584, 1.608], [0.521, -1.542, 0.085], [1.473, 1.611, -0.099]],
  "smiles": "O=C1[C@H]2N[C@@H]1[C@H]1C[C@H]12",
  "e_above_lowest_kcal_mol": 116.7,
  "total_charge": 0,
  "homo_energy_ev": -9.44
}


Entry 8:
{
  "formula": "C6H7NO",
  "method": "ωB97M-V/def2-TZVPD",
  "symbols": ["C", "C", "C", "C", "C", "C", "H", "H", "H", "H", "H", "H", "H", "N", "O"],
  "coordinates": [[2.030, -0.717, -0.264], [0.974, -0.088, 0.182], [0.672, 1.389, 0.666], [-1.203, 0.363, -0.185], [-1.495, -0.952, -0.757], [-0.415, -0.754, 0.343], [2.832, 0.078, -0.344], [2.377, -1.653, -0.489], [1.511, 2.181, 0.935], [-0.778, 0.790, -1.073], [-1.731, -1.236, -1.908], [-2.098, -1.657, -0.149], [-0.594, -1.104, 1.418], [-0.389, 1.938, 1.083], [-1.692, 1.421, 0.543]],
  "smiles": "C=C1C=NO[C@@H]2C[C@@H]12",
  "e_above_lowest_kcal_mol": 163.3,
  "total_charge": 0,
  "homo_energy_ev": -9.53
}


Entry 9:
{
  "formula": "C6H7NO",
  "method": "ωB97M-V/def2-TZVPD",
  "symbols": ["C", "C", "C", "C", "C", "C", "H", "H", "H", "H", "H", "H", "H", "N", "O"],
  "coordinates": [[-0.238, 0.566, 1.989], [-1.223, 0.414, 0.726], [-0.621, -0.335, -1.547], [0.681, -0.802, -2.024], [1.683, -0.733, -0.909], [0.970, -0.012, 0.112], [-0.028, 1.585, 2.220], [-0.345, 0.218, 2.995], [-1.897, 1.390, 0.690], [-1.827, -0.459, 0.603], [-1.593, -0.076, -2.058], [0.875, -1.187, -3.134], [2.871, -0.736, -0.813], [-0.336, 0.168, -0.421], [1.028, -0.001, 1.571]],
  "smiles": "c1cc2n(c1)CCO2",
  "e_above_lowest_kcal_mol": 75.9,
  "total_charge": 0,
  "homo_energy_ev": -7.73
}


Entry 10:
{
  "formula": "C6H7NO",
  "method": "ωB97M-V/def2-TZVPD",
  "symbols": ["C", "C", "C", "C", "C", "C", "H", "H", "H", "H", "H", "H", "H", "N", "O"],
  "coordinates": [[-1.783, -0.993, -0.094], [0.493, 0.078, 1.104], [1.833, -0.212, 0.636], [1.864, 0.357, -0.680], [0.320, 0.561, -0.951], [-0.169, 1.260, 0.222], [-2.190, -1.330, -1.027], [-1.872, -1.474, 0.866], [-2.344, -0.064, -0.133], [0.192, 0.123, 2.203], [2.687, -0.806, 1.107], [2.504, 0.471, -1.558], [-0.072, 0.623, -1.784], [-0.359, -0.624, -0.201], [-1.104, 2.029, 0.293]],
  "e_above_lowest_kcal_mol": 124.2,
  "total_charge": 0,
  "homo_energy_ev": -8.89
}


Entry 11:
{
  "formula": "C6H7NO",
  "method": "ωB97M-V/def2-TZVPD",
  "symbols": ["C", "C", "C", "C", "C", "C", "N", "O", "H", "H", "H", "H", "H", "H", "H"],
  "coordinates": [[2.761, -0.914, -0.310], [-0.721, 0.569, -1.190], [-0.057, 0.023, -0.214], [1.845, -0.619, -1.357], [-0.364, 0.218, 1.252], [-1.945, 0.163, 1.543], [3.396, -1.245, 0.574], [0.485, 0.435, 2.083], [-0.412, 0.656, -2.190], [-1.682, 1.146, -1.035], [1.363, -1.479, -1.887], [1.935, 0.322, -1.943], [-2.333, -0.530, 0.792], [-2.316, 1.165, 1.261], [-1.956, 0.091, 2.621]],
  "e_above_lowest_kcal_mol": 98.1,
  "total_charge": 0,
  "homo_energy_ev": [-9.33, -9.33]
}


Entry 12:
{
  "formula": "C6H7NO2",
  "method": "ωB97M-V/def2-TZVPD",
  "symbols": ["C", "C", "C", "C", "C", "C", "H", "H", "H", "H", "H", "H", "H", "N", "O", "O"],
  "coordinates": [[-0.275, 1.903, 2.548], [-0.639, 0.973, 1.515], [0.362, -0.062, -0.543], [-0.280, -0.124, -1.810], [0.095, -1.263, -2.391], [0.908, -1.943, -1.509], [-1.120, 1.910, 3.018], [-0.167, 3.012, 2.241], [0.714, 1.622, 2.988], [1.293, 1.551, 0.595], [-0.951, 0.494, -2.118], [-0.253, -1.781, -3.387], [1.244, -2.750, -1.576], [0.316, 0.880, 0.458], [-1.564, 0.286, 1.402], [1.064, -1.176, -0.380]],
  "smiles": "CC(=O)Nc1ccco1",
  "e_above_lowest_kcal_mol": 83.8,
  "total_charge": 0,
  "homo_energy_ev": -8.28
}


Entry 13:
{
  "formula": "C6H7NO2",
  "method": "ωB97M-V/def2-TZVPD",
  "symbols": ["O", "C", "C", "C", "C", "C", "C", "N", "H", "H", "H", "H", "H", "O", "H", "H"],
  "coordinates": [[1.287, 1.437, 0.739], [0.582, 0.858, -0.046], [-0.622, 1.492, -0.726], [-0.938, 2.839, -0.262], [-1.303, 3.912, 0.160], [0.799, -0.606, -0.427], [1.975, -1.201, 0.209], [2.913, -1.707, 0.675], [-0.435, 1.487, -1.813], [-1.490, 0.829, -0.580], [-1.733, 4.864, 0.416], [-0.097, -1.182, -0.147], [0.883, -0.693, -1.521], [-0.747, -4.455, 1.152], [-0.962, -3.727, 1.743], [-0.112, -4.145, 0.429]],
  "smiles": "C#CCC(=O)CC#N.O",
  "e_above_lowest_kcal_mol": 61.8,
  "total_charge": 0,
  "homo_energy_ev": -10.54
}


Entry 14:
{
  "formula": "C6H7NO2",
  "method": "ωB97M-V/def2-TZVPD",
  "symbols": ["C", "C", "C", "C", "C", "C", "O", "N", "O", "H", "H", "H", "H", "H", "H", "H"],
  "coordinates": [[1.219, -1.102, -0.973], [0.230, -0.766, 0.724], [1.155, 0.133, -0.079], [-0.802, 1.200, -0.765], [-0.386, -0.740, 1.883], [-1.669, 1.842, -0.006], [0.233, -1.768, -0.249], [1.973, -1.475, -1.879], [0.560, 1.311, -0.558], [1.826, -2.418, -2.227], [2.108, 0.421, 0.368], [-1.100, 0.548, -1.582], [-0.273, 0.106, 2.532], [-1.013, -1.552, 2.206], [-1.337, 2.471, 0.801], [-2.725, 1.789, -0.197]],
  "e_above_lowest_kcal_mol": 67.2,
  "total_charge": 0,
  "homo_energy_ev": -9.49
}


Entry 15:
{
  "formula": "C6H7NO2",
  "method": "ωB97M-V/def2-TZVPD",
  "symbols": ["C", "C", "C", "C", "C", "C", "H", "H", "H", "H", "H", "H", "H", "N", "O", "O"],
  "coordinates": [[3.166, 0.184, -0.333], [1.823, -0.160, 0.163], [-0.539, 0.328, -0.217], [-1.548, 1.160, 0.411], [-2.639, 0.397, 0.359], [-2.443, -0.792, -0.300], [3.408, 1.402, -0.451], [3.699, -0.277, 0.288], [3.318, -0.018, -1.430], [1.085, 1.256, -1.147], [-1.251, 2.167, 0.853], [-3.619, 0.405, 0.829], [-3.005, -1.549, -0.462], [0.789, 0.488, -0.428], [1.626, -0.852, 1.132], [-1.136, -0.836, -0.629]],
  "smiles": "CC(=O)Nc1ccco1",
  "e_above_lowest_kcal_mol": 58.2,
  "total_charge": 0,
  "homo_energy_ev": -8.29
}


Entry 16:
{
  "formula": "C6H7NO4",
  "method": "ωB97M-V/def2-TZVPD",
  "symbols": ["C", "C", "C", "C", "C", "C", "N", "O", "O", "O", "O", "H", "H", "H", "H", "H", "H", "H"],
  "coordinates": [[-1.929, 0.139, -0.382], [-1.531, -1.062, -0.019], [-0.787, 1.177, -0.669], [-0.245, -1.528, 0.271], [-0.503, 1.445, 0.831], [0.996, -0.976, 0.049], [1.284, -0.095, -0.938], [0.323, 0.640, -1.550], [2.465, 0.704, -0.550], [0.268, 0.888, 1.527], [2.104, -1.576, 0.646], [-2.975, 0.340, -0.656], [-2.210, -1.798, 0.367], [-1.032, 2.116, -1.258], [-0.180, -2.534, 0.631], [-1.191, 2.221, 1.273], [2.273, 1.279, 0.193], [2.871, -1.380, 0.232]],
  "smiles": "O=C[C@@H]1C=CC=C(O)N(O)O1",
  "e_above_lowest_kcal_mol": 134.1,
  "total_charge": 0,
  "homo_energy_ev": -8.12
}


Computed values of electronic energy (unit: a.u.) for the preceding records, in sequence: -472.25414; -622.56449; -526.55638; -362.60781; -362.77397; -362.63275; -362.62745; -362.55332; -362.69245; -362.61564; -362.65710; -437.93427; -437.96933; -437.96065; -437.97510; -588.33969.